# 1
This record from the OMol25 dataset describes the ion C9H16NO2 with charge +1. The level of theory is ωB97M-V with the def2-TZVPD basis set.

Geometry as XYZ:
```
28
Properties=species:S:1:pos:R:3:nbo_charge:R:1
O -0.37306 1.46273 1.81472 -0.46
O -0.29968 2.13108 -1.78046 -0.41
N -0.25864 -0.64384 1.35184 -0.42
C 1.00983 -1.36063 -1.75520 -0.41
C -0.16257 -1.80330 0.53871 -0.22
C -0.24050 0.87804 -1.60010 0.49
C -0.50505 -0.57949 2.81472 -0.26
C -1.48590 2.72397 -2.23715 -0.29
C 1.09645 -2.02322 -0.41137 -0.39
C -0.35347 0.90097 3.09253 -0.10
C 1.08863 0.21532 -1.68909 -0.53
C -0.25956 0.57988 0.87853 0.43
H -0.15312 -2.67310 1.19289 0.23
H -2.02043 2.23387 -3.09791 0.21
H 0.33650 -1.71563 -2.42189 0.21
H -0.91639 -1.74758 -0.26340 0.20
H 1.59134 0.42072 -2.63262 0.26
H -1.27250 1.24056 3.72948 0.22
H 2.01908 -1.61396 0.06120 0.21
H -2.15258 2.88720 -1.42049 0.22
H 1.22801 -3.06362 -0.44044 0.23
H -1.13510 3.63515 -2.74867 0.23
H 0.50928 1.02981 3.67713 0.21
H 0.07712 -1.31465 3.35589 0.23
H 1.85876 0.43029 -0.91775 0.27
H -1.10460 0.29750 -1.69338 0.19
H -1.50534 -1.01145 2.90491 0.21
H 1.84985 -1.66528 -2.35024 0.24
```

Computed properties:
Charge: +1
Energy relative to the best compared isomer or geometry (same formula, charge and spin), kcal per mole: 106.5

# 2
This record from the OMol25 dataset describes the ion C9H16NO2S with charge +1. The level of theory is ωB97M-V with the def2-TZVPD basis set.

Geometry as XYZ:
```
29
Properties=species:S:1:pos:R:3:nbo_charge:R:1
S 4.31830 -0.33739 -1.32117 0.34
O -2.63427 1.10497 -0.99077 -0.52
O -2.52282 3.49470 -1.22678 -0.54
N 2.47440 -0.06435 0.71859 -0.52
C -2.28683 2.41722 -0.42950 0.76
C 0.56053 -1.83623 -0.10976 -0.43
C -0.59940 -0.65208 -0.33398 -0.41
C -3.15536 0.17423 0.01992 -0.09
C 3.70913 0.45380 0.30701 0.09
C 3.26542 -1.89794 -0.99287 -0.50
C -1.59431 2.71929 1.02412 -0.76
C 2.00510 -1.08031 -0.33786 -0.08
C -2.07676 -1.06892 0.23969 -0.45
H 1.72763 -0.33175 -1.22567 0.23
H -2.30671 3.49242 1.58892 0.28
H -0.58058 -0.42102 -1.50425 0.24
H 3.83377 -2.71301 -0.37583 0.27
H -3.47562 0.66154 1.03384 0.21
H 4.29992 1.27820 0.89632 0.29
H -0.21983 0.33603 0.21748 0.19
H -0.53435 3.21842 0.97900 0.26
H 1.95475 0.21340 1.59997 0.47
H -4.13198 -0.33704 -0.43687 0.22
H -2.46091 -1.99922 -0.35902 0.23
H -1.52711 1.77487 1.72417 0.22
H 3.08387 -2.29886 -2.09839 0.29
H 0.42292 -2.26953 0.97948 0.23
H 0.40044 -2.64631 -0.94827 0.26
H -1.94937 -1.38513 1.36246 0.22
```

Computed properties:
Charge: +1
Energy relative to the best compared isomer or geometry (same formula, charge and spin), kcal per mole: 66.6

For reference, DFT total energy by record: -15167.226 -26000.033 eV.
For reference, orbital gap by record: 0.3426 0.2702 hartree.